a.
14
Properties=species:S:1:pos:R:3:mulliken_charge:R:1 method="wB97M-V/def2-TZVPD" e_lumo_ha=-0.0590 charge=0 orbital_gap_ha=0.2609
C 2.251 0.898 0.068 -0.34
C 0.809 1.329 -0.100 0.42
C -0.078 0.198 -0.570 -0.17
C -0.472 -0.845 0.453 -0.63
C -1.938 -0.943 0.102 -0.57
H 2.801 1.696 0.577 0.35
H 0.158 -0.215 -1.551 0.53
H -0.327 -0.406 1.443 0.28
H 0.113 -1.768 0.362 0.33
H -2.157 -1.647 -0.704 0.26
H -2.684 -0.997 0.890 0.33
O 0.456 2.433 0.127 -0.48
S 2.932 -0.477 -0.470 -0.17
S -1.863 0.744 -0.628 -0.13

***

b.
14
Properties=species:S:1:pos:R:3:mulliken_charge:R:1 method="wB97M-V/def2-TZVPD" e_lumo_ha="-0.0405 / -0.0243" charge=0 orbital_gap_ha="0.2985 / 0.2919"
C 1.874 -1.304 0.424 -0.46
C 1.443 -0.038 -0.148 -0.43
C 0.898 -1.957 1.046 -0.33
C 0.096 0.135 -0.001 0.10
C -2.236 1.536 0.318 -0.72
O -0.107 2.557 -0.920 -0.54
S -0.675 -1.186 0.828 -0.12
S -0.933 1.394 -0.795 0.56
H 2.816 -1.820 0.496 0.34
H 2.103 0.579 -0.611 0.53
H 0.750 -2.893 1.468 0.44
H -3.037 2.320 0.038 0.29
H -2.726 0.636 0.667 0.30
H -0.264 0.041 -2.811 0.03

***

c.
14
Properties=species:S:1:pos:R:3:mulliken_charge:R:1 method="wB97M-V/def2-TZVPD" e_lumo_ha=0.0058 charge=0 orbital_gap_ha=0.3225
C 1.859 -0.715 0.240 -0.32
C 0.397 -0.582 -0.255 0.30
C -0.737 -1.412 -0.408 -0.31
C -2.193 0.838 0.276 -0.42
C -1.213 1.741 -0.022 -0.02
H 1.903 1.106 -0.730 0.41
H 1.956 -0.654 1.450 0.15
H 2.106 -1.728 0.107 0.31
H -0.632 -2.497 -0.182 0.33
H -2.932 1.090 1.064 0.37
H -1.042 2.618 0.671 0.31
O 2.674 -0.064 -0.590 -0.64
S -2.286 -0.872 -0.689 -0.17
S 0.142 1.131 -0.933 -0.31

***

Unit: hartree. Relative energies: a 0.0000; b 0.1784; c 0.1135.

***

a.
54
Properties=species:S:1:pos:R:3:mulliken_charge:R:1 method="wB97M-V/def2-TZVPD" e_lumo_ha=0.0167 smiles=CO.CO.CO.CO.CO.CO.CO.CO.CO charge=0 orbital_gap_ha=0.3748
C -7.319 -16.399 2.424 -0.35
O -7.710 -15.075 1.915 -0.55
H -7.207 -17.207 1.635 0.23
H -6.442 -16.402 3.035 0.05
H -8.124 -16.760 3.045 0.27
H -6.946 -14.499 1.761 0.29
C -0.037 -15.368 6.673 -0.58
O -0.607 -14.413 5.847 -0.57
H 1.118 -15.374 6.654 0.21
H -0.443 -15.125 7.681 0.23
H -0.412 -16.332 6.444 0.27
H -1.076 -13.673 6.372 0.31
C -3.378 -9.611 6.729 -0.46
O -2.195 -10.022 6.107 -0.53
H -4.275 -10.062 6.390 0.14
H -3.291 -9.690 7.824 0.25
H -3.483 -8.467 6.554 0.26
H -2.359 -10.752 5.496 0.32
C -5.429 -12.850 -0.085 -0.73
O -4.894 -13.670 0.977 -0.47
H -5.825 -13.522 -0.772 0.36
H -6.290 -12.216 0.201 0.27
H -4.618 -12.239 -0.570 0.29
H -4.042 -13.295 1.264 0.33
C -3.859 -16.918 6.294 -0.57
O -4.477 -15.976 5.416 -0.45
H -3.315 -16.374 7.001 0.22
H -4.702 -17.529 6.693 0.24
H -3.227 -17.680 5.736 0.25
H -3.715 -15.602 4.946 0.36
C -3.776 -11.381 2.538 -0.50
O -2.962 -11.759 1.392 -0.59
H -3.552 -10.382 2.840 0.43
H -4.825 -11.375 2.291 0.27
H -3.612 -12.093 3.308 0.09
H -2.162 -12.065 1.793 0.27
C -2.970 -12.886 8.629 -0.20
O -1.593 -12.791 8.225 -0.51
H -3.513 -11.908 8.597 0.14
H -3.472 -13.493 7.901 -0.01
H -2.971 -13.305 9.630 0.30
H -1.206 -11.861 8.162 0.30
C -5.790 -12.645 4.735 -0.63
O -4.616 -12.840 5.483 -0.17
H -6.082 -11.603 4.690 0.27
H -5.637 -13.062 3.635 0.15
H -6.569 -13.133 5.375 0.30
H -4.457 -13.792 5.592 0.16
C -1.664 -14.882 2.765 -0.86
O -2.444 -14.628 3.971 -0.50
H -1.296 -14.071 2.232 0.33
H -0.743 -15.359 3.084 0.34
H -2.147 -15.583 2.038 0.29
H -1.731 -14.686 4.642 0.43

***

b.
54
Properties=species:S:1:pos:R:3:mulliken_charge:R:1 method="wB97M-V/def2-TZVPD" e_lumo_ha=0.0105 smiles=CCO.CCO.CO.CO.CO.CO.CO.O.O charge=0 orbital_gap_ha=0.3796
C -1.459 -1.046 4.279 -0.16
O -1.949 -0.490 5.509 -0.56
H -2.032 -1.941 4.006 0.27
H -1.627 -0.349 3.458 -0.01
H -0.429 -1.353 4.414 0.18
H -2.898 -0.372 5.416 0.30
C -0.921 0.058 0.661 0.14
O -0.331 -1.141 1.131 -0.38
H -0.197 0.671 0.116 -0.31
H -1.779 -0.146 0.023 0.05
H -1.298 0.637 1.515 0.29
H 0.541 -0.931 1.501 0.27
C 2.239 0.257 -2.166 0.02
O 3.010 1.455 -2.131 -0.54
H 2.707 -0.574 -2.690 0.37
H 2.039 -0.050 -1.127 0.01
H 1.253 0.498 -2.555 -0.12
H 3.933 1.259 -1.956 0.29
C 3.032 0.102 2.707 -0.55
O 2.135 -0.956 2.402 -0.50
H 3.867 0.141 2.004 0.25
H 2.511 1.057 2.623 0.14
H 3.401 0.010 3.729 0.34
H 2.301 -1.704 2.979 0.26
C -1.364 1.392 -2.701 -0.18
O -2.519 0.700 -3.176 -0.57
H -0.979 2.118 -3.417 0.41
H -1.667 1.953 -1.815 0.26
H -0.592 0.684 -2.387 -0.28
H -2.299 0.343 -4.042 0.30
O -3.669 -1.192 -1.260 -0.64
H -3.719 -1.978 -1.814 0.32
H -3.160 -0.559 -1.788 0.30
O -2.528 -2.924 1.020 -0.71
H -2.987 -2.473 0.304 0.30
H -1.714 -2.414 1.130 0.33
C -0.036 -2.468 -1.945 -0.22
C 0.474 -3.614 -2.771 -0.50
O -0.550 -3.970 -3.693 -0.53
H -0.394 -1.641 -2.561 0.02
H 0.639 -2.087 -1.182 0.16
H -0.899 -2.859 -1.395 0.22
H 0.707 -4.472 -2.127 0.32
H 1.420 -3.376 -3.280 0.28
H -0.291 -4.789 -4.124 0.30
C 1.249 3.467 0.522 -0.49
C 1.042 4.880 1.079 -0.51
O -0.155 5.485 0.578 -0.52
H 0.458 2.787 0.834 0.09
H 2.232 3.105 0.836 0.27
H 1.283 3.513 -0.568 0.26
H 1.867 5.525 0.794 0.35
H 0.981 4.809 2.171 0.29
H -0.882 4.962 0.931 0.29

***

Unit: hartree. Relative energies: a 0.0831; b 0.0000.

***

a.
54
Properties=species:S:1:pos:R:3:mulliken_charge:R:1 method="wB97M-V/def2-TZVPD" e_lumo_ha=0.0117 smiles=CO.CO.CO.CO.CO.CO.CO.CO.CO charge=0 orbital_gap_ha=0.3636
C -4.265 0.732 0.046 -0.15
O -4.604 2.071 -0.360 -0.53
H -4.651 0.118 -0.768 0.17
H -3.214 0.483 0.194 -0.09
H -4.804 0.613 0.985 0.33
H -4.853 2.613 0.393 0.30
C -1.822 -1.006 -3.959 -0.60
O -1.192 -0.307 -4.987 -0.54
H -2.870 -0.735 -4.091 0.40
H -1.540 -2.059 -3.920 0.17
H -1.473 -0.403 -3.121 0.25
H -1.813 0.381 -5.235 0.32
C 2.262 -0.996 -3.705 -0.42
O 3.337 -1.527 -2.998 -0.57
H 1.504 -0.527 -3.077 0.06
H 2.645 -0.450 -4.567 0.32
H 1.666 -1.822 -4.093 0.21
H 3.649 -0.947 -2.300 0.42
C -2.147 -3.614 -1.295 -0.50
O -2.541 -4.107 -0.004 -0.53
H -2.200 -2.526 -1.273 0.09
H -1.148 -3.967 -1.553 0.28
H -2.793 -3.918 -2.118 0.39
H -3.498 -4.100 0.067 0.28
C 1.919 2.733 3.870 -0.38
O 2.652 3.117 2.730 -0.55
H 1.205 1.947 3.623 0.03
H 2.471 2.392 4.746 0.29
H 1.448 3.653 4.216 0.28
H 2.053 3.355 2.018 0.31
C 0.661 -1.375 4.639 -0.65
O -0.255 -0.385 4.075 -0.51
H 0.744 -2.227 3.965 0.26
H 1.686 -1.016 4.742 0.28
H 0.350 -1.809 5.589 0.33
H -0.508 0.266 4.733 0.26
C 2.983 0.305 -0.218 -0.12
O 4.165 0.244 -0.996 -0.64
H 2.684 -0.673 0.159 0.30
H 3.163 0.985 0.614 0.28
H 2.141 0.644 -0.822 -0.18
H 4.889 -0.169 -0.519 0.31
C 0.526 3.355 -0.074 -0.63
O 0.228 2.786 1.122 -0.42
H 1.439 3.948 -0.020 0.31
H 0.854 2.623 -0.812 0.17
H -0.316 3.875 -0.530 0.32
H -0.303 1.999 0.976 0.25
C -0.145 -0.921 0.332 -0.81
O 0.291 0.013 1.215 -0.03
H -1.229 -0.971 0.429 0.30
H 0.087 -0.553 -0.668 0.18
H 0.289 -1.912 0.466 0.34
H 0.195 -0.226 2.140 0.08

***

b.
54
Properties=species:S:1:pos:R:3:mulliken_charge:R:1 method="wB97M-V/def2-TZVPD" e_lumo_ha=0.0087 smiles=CC(C)O.CC(C)O.CC(C)O.O.O.O.O.O.O charge=0 orbital_gap_ha=0.3832
O -1.108 2.946 1.955 -0.63
H -0.939 3.779 2.397 0.29
H -0.255 2.512 1.927 0.39
O 2.986 -2.698 -1.921 -0.64
H 3.101 -1.786 -2.189 0.29
H 2.129 -2.944 -2.270 0.37
O 0.889 0.927 -3.407 -0.62
H 0.144 0.527 -2.957 0.48
H 0.623 0.964 -4.325 0.27
O -3.965 -0.011 -2.265 -0.58
H -4.654 0.542 -1.896 0.28
H -4.430 -0.767 -2.623 0.27
O 0.343 -2.688 -3.013 -0.72
H 0.365 -2.399 -3.925 0.32
H -0.248 -2.072 -2.580 0.44
O 1.493 2.144 2.215 -0.65
H 2.261 2.232 1.651 0.35
H 1.810 1.661 2.979 0.25
C 5.585 3.291 -0.693 -1.34
C 4.109 3.167 -0.216 0.38
C 3.022 2.972 -1.279 -0.93
O 4.030 2.069 0.666 -0.59
H 5.914 2.417 -1.255 0.40
H 6.094 3.515 0.245 0.33
H 5.623 4.211 -1.277 0.37
H 3.861 4.062 0.356 0.29
H 3.409 3.474 -2.166 0.39
H 2.070 3.417 -0.990 0.29
H 2.764 1.954 -1.570 0.06
H 4.280 1.293 0.159 0.33
C -2.236 -3.481 2.557 -1.24
C -3.720 -3.076 2.822 0.48
C -3.774 -1.996 3.888 -1.32
O -4.395 -2.617 1.670 -0.55
H -1.859 -4.213 3.271 0.41
H -1.588 -2.604 2.558 0.19
H -2.219 -3.955 1.576 0.39
H -4.289 -3.964 3.098 0.35
H -4.798 -1.658 4.049 0.33
H -3.197 -1.171 3.469 0.29
H -3.206 -2.241 4.785 0.35
H -4.397 -3.369 1.074 0.32
C -0.068 0.683 -0.218 -1.46
C -0.630 -0.606 -0.882 0.38
C -1.845 -1.216 -0.173 -0.96
O -1.075 -0.339 -2.129 -0.59
H -0.002 0.490 0.853 0.43
H -0.658 1.581 -0.403 0.47
H 0.970 0.908 -0.461 0.08
H 0.118 -1.395 -0.966 0.29
H -1.527 -1.759 0.718 0.18
H -2.253 -2.040 -0.758 0.39
H -2.633 -0.481 -0.013 0.39
H -2.024 -0.196 -2.119 0.24

***

c.
54
Properties=species:S:1:pos:R:3:mulliken_charge:R:1 method="wB97M-V/def2-TZVPD" e_lumo_ha=0.0091 smiles=CO.CO.CO.CO.CO.CO.CO.CO.CO charge=0 orbital_gap_ha=0.3592
C -2.333 2.204 -3.000 -0.43
O -0.976 2.559 -3.046 -0.55
H -2.915 2.522 -3.866 0.32
H -2.396 1.109 -2.947 0.19
H -2.894 2.616 -2.148 0.09
H -0.544 2.103 -2.308 0.44
C -2.379 -3.805 -0.409 -0.64
O -2.390 -3.183 0.880 -0.57
H -1.491 -4.406 -0.577 0.25
H -3.254 -4.435 -0.589 0.33
H -2.424 -3.035 -1.186 0.28
H -3.284 -2.858 1.013 0.30
C -0.854 0.478 0.231 -0.23
O -0.159 0.758 -1.006 -0.48
H -0.086 0.386 1.005 0.13
H -1.532 1.301 0.422 0.24
H -1.295 -0.516 0.169 0.03
H 0.622 0.173 -0.949 0.29
C 2.939 2.720 -0.187 -0.43
O 4.220 3.068 0.310 -0.55
H 2.388 2.034 0.450 -0.07
H 2.343 3.588 -0.464 0.37
H 3.103 2.105 -1.082 0.36
H 4.754 3.432 -0.397 0.31
C 3.056 -0.617 0.868 -0.92
O 2.143 -0.920 -0.172 -0.49
H 3.805 0.098 0.533 0.28
H 2.516 -0.305 1.765 0.29
H 3.654 -1.502 1.132 0.31
H 1.477 -1.559 0.177 0.52
C 0.762 -3.624 1.877 -0.74
O 0.335 -2.698 0.865 -0.46
H 0.465 -3.253 2.864 0.28
H 0.235 -4.569 1.720 0.27
H 1.842 -3.723 1.831 0.29
H -0.639 -2.744 0.814 0.28
C 3.448 -3.186 -3.052 -0.56
O 2.258 -2.463 -2.718 -0.48
H 3.453 -4.124 -2.482 0.23
H 3.441 -3.442 -4.106 0.23
H 4.303 -2.578 -2.748 0.24
H 2.338 -2.096 -1.831 0.45
C -5.127 2.380 0.115 -0.42
O -5.564 1.874 1.361 -0.52
H -4.054 2.552 0.085 0.07
H -5.458 1.786 -0.739 0.27
H -5.566 3.375 -0.050 0.30
H -6.407 1.434 1.242 0.31
C 0.695 3.003 3.088 -0.42
O 0.056 3.245 4.320 -0.52
H 1.303 3.843 2.726 0.31
H 1.482 2.237 3.177 0.24
H 0.050 2.703 2.266 0.08
H 0.531 3.957 4.755 0.32

***

Unit: hartree. Relative energies: a 0.1829; b 0.0000; c 0.1404.

***

a.
21
Properties=species:S:1:pos:R:3:mulliken_charge:R:1 method="wB97M-V/def2-TZVPD" e_lumo_ha="-0.0052 / -0.0052" charge=0 orbital_gap_ha="0.2816 / 0.2816"
C 0.836 -0.870 -0.610 -0.58
C -0.740 0.321 -2.198 -1.44
C 0.889 1.972 0.862 -1.21
C -0.085 -1.347 0.486 0.49
C -0.034 0.303 -0.877 0.63
C 0.621 -1.120 1.855 -0.38
C -0.191 1.246 0.115 -0.28
C -1.379 -1.691 0.524 -0.73
O 1.811 -1.317 2.029 -0.46
H -0.059 -1.372 2.696 0.38
H 0.868 -1.599 -1.419 0.34
H 1.833 -0.582 -0.275 0.30
H -1.053 1.890 -0.050 0.33
H -1.503 1.095 -2.247 0.38
H -0.023 0.457 -3.010 0.34
H -1.233 -0.635 -2.381 0.36
H -2.123 -1.177 -0.067 0.23
H -1.813 -2.123 1.415 0.33
H 0.461 2.276 1.820 0.30
H 1.779 1.357 0.958 0.31
H 1.138 2.916 0.374 0.35

***

b.
21
Properties=species:S:1:pos:R:3:mulliken_charge:R:1 method="wB97M-V/def2-TZVPD" e_lumo_ha=0.0329 smiles="O[C@@H]1C=CC[C@H]2C[C@@H]2C1" charge=0 orbital_gap_ha=0.3793
C -1.717 0.020 0.286 0.20
C -0.708 1.005 0.971 -0.76
C 0.516 1.084 0.095 0.07
C 2.035 1.210 0.391 -0.78
C 1.320 -0.140 0.128 -0.21
C 1.300 -1.025 -1.023 -0.50
C -0.129 -1.420 -1.286 -0.32
C -1.262 -1.065 -0.670 -0.37
H -2.321 -0.542 2.085 0.38
H -2.258 0.586 -0.424 0.21
H -0.511 0.619 2.011 0.38
H -1.124 2.037 1.061 0.23
H 0.465 1.529 -0.925 0.26
H 2.639 1.612 -0.468 0.22
H 2.467 1.482 1.317 0.29
H 1.025 -0.656 0.997 0.34
H 1.779 -0.395 -1.873 0.23
H 1.967 -1.867 -0.738 0.29
H -0.462 -2.199 -2.019 0.23
H -2.258 -1.551 -1.071 0.16
O -2.763 -0.324 1.154 -0.55

***

Unit: hartree. Relative energies: a 0.0339; b 0.0000.